(1)
The following is a quantum chemistry calculation of a 8-piece molecular cluster, C36H73Br16N6O3S overall at a distorted geometry, from OMol25.

Each line ends with the Mulliken charge.
Positions of all 135 atoms, in Å:
C1 6.039 1.707 0.467  -1.723
C2 4.852 0.743 0.583  0.691
C3 5.300 -0.710 0.306  0.094
N1 4.209 -1.670 0.151  1.681
C4 4.551 -2.866 -0.663  -1.205
C5 4.105 -2.730 -2.138  -0.033
C6 4.975 -3.511 -3.154  -0.863
S1 5.800 -5.006 -2.511  -0.219
C7 3.418 -1.917 1.274  -2.555
N2 2.081 -1.473 1.290  1.092
C8 1.633 -1.198 -0.101  0.462
C9 0.116 -0.910 -0.226  -0.982
C10 -0.609 -1.906 -1.178  -0.028
C11 -1.986 -2.362 -0.595  -1.578
C12 -3.164 -1.559 -1.169  -0.074
C13 -4.308 -1.504 -0.135  -0.886
O1 -5.576 -1.648 -0.811  -0.229
C14 -6.475 -2.386 -0.094  0.454
C15 -7.017 -1.864 1.228  -0.823
O2 -6.844 -3.401 -0.511  -0.489
C16 1.999 -0.177 2.062  -1.370
C17 0.768 -0.107 2.995  -0.111
C18 1.128 0.117 4.477  -1.114
Br1 -0.261 1.506 2.432  -0.172
N3 3.803 -2.557 2.329  1.290
C19 2.865 -2.811 3.415  -0.601
C20 1.783 -3.817 3.007  0.461
O3 0.709 -3.746 3.365  -0.396
Br2 2.282 -5.271 1.796  -0.190
C21 5.158 -3.076 2.518  -1.785
C22 5.919 -2.293 3.686  0.788
N4 7.343 -2.263 3.315  -0.649
N5 5.368 -0.936 3.778  -0.343
N6 5.862 -2.954 4.972  -0.522
H1 6.426 1.795 -0.544  0.439
H2 6.835 1.393 1.148  0.318
H3 5.678 2.689 0.785  0.486
H4 4.044 0.985 -0.110  0.105
H5 4.520 0.785 1.624  -0.516
H6 5.834 -0.673 -0.650  0.811
H7 6.051 -0.964 1.069  -0.756
H8 4.018 -3.722 -0.234  0.304
H9 5.622 -3.060 -0.555  0.722
H10 3.099 -3.142 -2.195  -0.098
H11 4.111 -1.665 -2.387  0.295
H12 5.692 -2.869 -3.663  0.447
H13 4.296 -3.847 -3.943  0.406
H14 4.808 -5.846 -2.133  0.094
H15 1.841 -2.086 -0.697  -0.276
H16 2.156 -0.348 -0.544  0.028
H17 -0.431 -0.932 0.716  0.121
H18 -0.003 0.082 -0.666  0.343
H19 -0.024 -2.820 -1.311  0.105
H20 -0.834 -1.456 -2.147  0.418
H21 -2.002 -2.265 0.498  0.562
H22 -2.074 -3.433 -0.796  0.404
H23 -2.913 -0.525 -1.403  0.218
H24 -3.547 -2.063 -2.058  0.338
H25 -4.324 -0.543 0.395  0.250
H26 -4.176 -2.286 0.622  0.572
H27 -6.947 -0.776 1.285  0.356
H28 -8.064 -2.154 1.258  0.251
H29 -6.525 -2.341 2.077  0.326
H30 2.110 0.695 1.421  1.035
H31 2.870 -0.183 2.729  -0.009
H32 0.081 -0.942 2.885  0.535
H33 0.997 -0.785 5.083  0.377
H34 0.431 0.839 4.903  0.435
H35 2.118 0.558 4.617  0.299
H36 3.383 -3.274 4.257  0.710
H37 2.421 -1.899 3.803  0.115
H38 5.077 -4.112 2.847  0.706
H39 5.788 -2.995 1.640  0.052
H40 7.472 -1.825 2.403  0.129
H41 7.791 -1.630 3.975  0.372
H42 5.474 -0.560 4.716  0.306
H43 5.826 -0.308 3.129  -0.013
H44 5.731 -3.952 4.871  0.332
H45 5.159 -2.557 5.585  0.298
Br3 0.916 -3.640 -4.248  -0.140
C23 0.806 -5.558 -3.922  -0.619
C24 2.098 -6.253 -4.262  -0.252
Br4 2.321 -6.451 -6.182  -0.103
H46 -0.039 -5.926 -4.497  0.493
H47 0.588 -5.656 -2.860  0.314
H48 2.101 -7.268 -3.867  0.406
H49 2.974 -5.723 -3.896  -0.116
Br5 -3.450 0.564 -4.018  -0.142
C25 -5.290 0.009 -3.687  -0.432
C26 -6.163 0.260 -4.887  -0.605
Br6 -6.611 2.147 -5.053  -0.140
H50 -5.624 0.537 -2.800  0.367
H51 -5.234 -1.056 -3.470  0.213
H52 -7.116 -0.253 -4.777  0.414
H53 -5.699 -0.039 -5.822  0.398
Br7 3.419 3.377 3.294  -0.119
C27 1.961 4.648 3.049  -0.611
C28 2.371 6.038 3.454  -0.615
Br8 2.406 6.233 5.389  -0.136
H54 1.116 4.270 3.617  0.360
H55 1.726 4.611 1.987  0.378
H56 1.642 6.766 3.104  0.398
H57 3.357 6.313 3.091  0.356
Br9 9.720 -0.069 1.419  -0.117
C29 10.857 1.075 0.320  -0.553
C30 10.450 2.521 0.423  -0.614
Br10 8.843 2.879 -0.614  -0.069
H58 10.804 0.690 -0.694  0.393
H59 11.863 0.932 0.708  0.334
H60 11.217 3.165 -0.002  0.360
H61 10.244 2.832 1.443  0.386
Br11 -7.653 7.114 -5.826  -0.080
C31 -8.814 5.576 -6.087  -0.203
C32 -9.974 5.595 -5.127  -0.620
Br12 -9.431 5.059 -3.336  -0.142
H62 -8.193 4.691 -5.986  -0.034
H63 -9.168 5.653 -7.113  0.329
H64 -10.728 4.869 -5.426  0.357
H65 -10.434 6.575 -5.036  0.378
Br13 -5.119 9.220 -3.155  -0.114
C33 -6.558 10.369 -3.787  -0.474
C34 -7.599 10.590 -2.722  -0.593
Br14 -8.747 9.033 -2.516  -0.102
H66 -6.961 9.906 -4.683  0.198
H67 -6.077 11.309 -4.052  0.350
H68 -8.266 11.402 -3.005  0.340
H69 -7.172 10.799 -1.746  0.369
Br15 -11.132 0.953 3.185  -0.117
C35 -11.499 -0.923 2.820  -0.562
C36 -11.108 -1.799 3.980  -0.570
Br16 -9.179 -2.050 4.067  -0.115
H70 -10.973 -1.174 1.903  0.320
H71 -12.572 -0.976 2.647  0.352
H72 -11.520 -2.799 3.859  0.345
H73 -11.416 -1.396 4.940  0.373

Calculated values
Total charge ... +1
LUMO energy ... -3.049 eV

(2)
The following is a quantum chemistry calculation of one molecule with the formula C10H8O3Se at a distorted geometry, from OMol25.

Each line ends with the Mulliken charge.
Positions of all 22 atoms, in Å:
C1 0.678 2.622 1.258  -0.566
C2 0.551 2.386 -0.080  -0.522
C3 0.819 1.577 2.144  -0.688
C4 0.453 1.079 -0.583  -0.499
C5 0.690 0.337 1.707  -0.372
C6 0.539 0.001 0.384  1.096
C7 -0.661 -1.260 -2.354  0.431
C8 -2.021 -0.902 -0.498  0.614
C9 0.389 -1.703 -1.446  -0.556
C10 0.156 -1.332 -0.042  0.030
O1 -0.584 -1.094 -3.557  -0.548
O2 -2.827 -0.731 0.295  -0.361
O3 -1.906 -0.922 -1.822  -0.295
Se1 0.084 -2.839 1.214  0.016
H1 0.320 3.553 1.528  0.374
H2 0.261 3.177 -0.772  0.326
H3 1.034 1.745 3.167  0.419
H4 0.258 1.115 -1.627  0.311
H5 0.504 -0.557 2.314  -0.015
H6 0.463 -2.844 -1.651  0.362
H7 1.395 -1.317 -1.729  0.302
H8 -0.596 -2.089 2.148  0.140

Calculated values
ΔE to the lowest compared entry with this formula, charge and spin ... 11.9 kcal per mole
LUMO energy ... -0.167 eV

(3)
The following is a quantum chemistry calculation of a 20-piece molecular cluster, H41O20 overall at a distorted geometry, from OMol25.

Each line ends with the Mulliken spin population.
Positions of all 61 atoms, in Å:
O1 -0.068 -2.663 3.122  0.057
H1 -0.032 1.837 1.375  -0.034
O2 -1.913 -4.277 -1.417  0.010
H2 -2.465 -3.796 -0.800  0.000
H3 4.199 2.050 -1.164  0.026
O3 -2.584 0.589 -3.575  0.020
H4 -1.783 1.082 -3.738  0.012
H5 -2.397 -0.240 -3.113  0.011
O4 -3.344 2.382 -1.906  0.006
H6 -3.241 1.494 -1.562  0.004
H7 -2.868 -3.132 1.637  0.010
O5 2.673 -0.089 -4.523  -0.016
H8 3.515 2.348 4.129  -0.012
H9 -4.275 2.510 -2.161  -0.009
O6 2.570 2.169 4.102  0.016
H10 -2.139 -1.646 4.467  -0.005
H11 2.843 0.730 -4.991  -0.001
O7 -3.897 -1.704 -2.767  0.022
H12 0.212 1.804 2.893  0.020
H13 -2.277 -1.008 3.117  0.019
O8 2.271 0.383 -0.011  -0.862
H14 2.122 -0.063 -0.867  0.227
H15 2.605 1.741 0.047  0.150
O9 -2.916 0.248 0.656  0.020
H16 -3.552 0.951 0.858  -0.002
H17 1.822 -0.052 -4.077  -0.002
O10 2.342 2.774 0.348  -0.067
H18 2.193 2.535 1.333  0.107
H19 1.390 2.999 -0.004  0.106
O11 1.184 -2.397 -0.028  -0.291
H20 0.981 -3.304 0.242  0.068
H21 -4.584 -2.377 -2.838  -0.006
O12 0.266 3.681 -0.798  0.047
H22 0.521 4.515 -1.218  -0.013
H23 -0.290 3.972 -0.058  0.010
O13 -0.289 1.002 4.242  0.005
H24 -0.423 0.244 3.658  -0.013
H25 -1.204 1.154 4.534  0.002
O14 -0.340 0.028 0.611  0.860
H26 -2.363 -4.427 -2.250  -0.006
H27 0.513 -0.254 1.003  0.013
O15 0.666 1.967 2.029  0.041
H28 1.685 -2.499 -0.847  0.119
H29 0.382 -3.522 3.031  -0.003
O16 -2.292 -2.351 1.757  -0.018
H30 -0.683 1.298 -2.451  0.017
H31 -2.897 -1.643 1.477  0.005
O17 0.168 0.931 -2.200  0.050
H32 0.140 0.826 -1.229  0.007
H33 -0.698 -0.831 0.314  -0.117
O18 -2.118 -0.772 4.062  0.009
H34 0.611 -2.213 3.674  -0.003
H35 -4.270 -1.035 -3.360  -0.001
O19 4.699 1.880 -1.960  0.067
H36 2.056 2.945 3.868  0.002
H37 5.647 1.883 -2.064  -0.016
O20 3.926 -4.034 -1.763  0.052
H38 3.899 -3.127 -2.092  -0.004
H39 3.375 -3.981 -0.962  -0.016
H40 3.084 -0.162 0.258  0.312
H41 -2.357 0.642 -0.048  -0.014

Calculated values
Spin multiplicity ... 2
ΔE to the lowest compared entry with this formula, charge and spin ... 46.3 kcal per mole
LUMO energy (alpha / beta) ... -0.172 / -0.338 eV

(4)
The following is a quantum chemistry calculation of C11H12N2O7S2Tc as an isolated structure, from OMol25.

Each line ends with the Mulliken spin population.
Positions of all 35 atoms, in Å:
Tc1 -0.677 0.617 -0.546  2.548
O1 -3.028 -2.698 0.577  0.002
C1 -2.208 -2.083 -0.252  0.009
O2 -2.384 -0.929 -0.605  -0.001
C2 -1.068 -2.944 -0.711  0.001
O3 -0.424 -2.317 -1.788  0.006
C3 0.992 -2.414 -1.712  0.002
C4 1.616 -1.542 -0.622  -0.016
O4 2.730 -1.816 -0.241  0.020
O5 0.893 -0.570 -0.131  0.046
H1 -3.684 -2.049 0.879  0.001
H2 -1.457 -3.927 -0.991  0.000
H3 -0.408 -3.076 0.154  -0.002
H4 1.382 -2.099 -2.681  0.000
H5 1.313 -3.446 -1.555  0.000
S1 -1.275 0.656 1.679  0.089
C5 0.242 1.258 2.356  0.019
C6 0.592 1.006 3.680  0.013
C7 1.771 1.517 4.193  0.009
C8 2.618 2.274 3.387  0.012
C9 2.282 2.524 2.068  0.008
C10 1.091 2.022 1.553  0.047
S2 0.590 2.433 -0.089  0.110
H6 -0.063 0.407 4.299  0.000
H7 2.037 1.317 5.223  0.001
H8 3.545 2.665 3.785  0.001
H9 2.937 3.105 1.431  -0.004
N1 -0.321 0.514 -2.724  -0.006
N2 -1.066 1.555 -3.321  0.001
C11 -2.185 2.008 -2.588  0.004
O6 -3.054 2.634 -3.134  0.017
O7 -2.137 1.707 -1.306  0.059
H10 0.664 0.636 -2.932  0.004
H11 -0.625 -0.411 -3.024  -0.001
H12 -1.232 1.464 -4.311  0.000

Calculated values
Spin multiplicity ... 4
ΔE to the lowest compared entry with this formula, charge and spin ... 5.7 kcal per mole
LUMO energy (alpha / beta) ... -0.177 / -1.571 eV

(5)
The following is a quantum chemistry calculation of one molecule with the formula C3H5NO3, from OMol25.

Each line ends with the Mulliken charge.
Positions of all 12 atoms, in Å:
N1 -1.972 -0.107 0.029  -0.604
C1 -0.744 0.513 0.523  -0.423
C2 0.328 -0.548 0.626  0.539
O1 0.489 -1.301 1.536  -0.472
O2 1.030 -0.783 -0.582  -0.281
C3 1.869 0.202 -0.969  0.171
O3 2.071 1.214 -0.356  -0.471
H1 -1.828 -0.481 -0.904  0.264
H2 -2.234 -0.886 0.631  0.278
H3 -0.446 1.330 -0.140  0.350
H4 -0.909 0.922 1.524  0.283
H5 2.347 -0.075 -1.917  0.365

Calculated values
SMILES ... NCC(=O)OC=O
ΔE to the lowest compared entry with this formula, charge and spin ... 28.7 kcal per mole
LUMO energy ... 0.783 eV

(6)
The following is a quantum chemistry calculation of a 10-piece molecular cluster, C21H40Cl4F15N3O11S overall at a distorted geometry, from OMol25.

Each line ends with the Mulliken charge.
Positions of all 95 atoms, in Å:
N1 -22.783 23.053 30.087  -0.508
H1 -22.701 23.079 29.080  0.372
H2 -22.420 23.937 30.415  0.387
H3 -22.145 22.342 30.414  0.369
H4 -23.705 22.888 30.463  0.378
N2 -20.187 16.865 27.672  -0.503
H5 -20.382 17.193 28.607  0.374
H6 -20.825 17.302 27.023  0.377
H7 -20.314 15.868 27.769  0.381
H8 -19.226 17.161 27.573  0.371
N3 -15.776 21.608 23.634  -0.499
H9 -16.747 21.885 23.639  0.372
H10 -15.159 22.406 23.595  0.381
H11 -15.474 20.862 23.024  0.378
H12 -15.724 21.099 24.505  0.368
C1 -24.053 21.880 21.875  0.568
F1 -23.602 21.118 20.799  -0.214
F2 -24.044 23.170 21.593  -0.188
F3 -25.315 21.504 22.195  -0.205
S1 -22.854 21.606 23.334  1.083
O1 -22.839 20.142 23.620  -0.693
O2 -21.520 22.005 22.892  -0.676
O3 -23.340 22.459 24.441  -0.674
C2 -32.350 19.548 24.461  -1.057
C3 -32.657 21.003 24.731  -0.286
O4 -34.133 21.211 24.592  -0.250
C4 -34.617 22.394 24.222  0.443
O5 -33.848 23.364 24.008  -0.580
C5 -36.150 22.614 24.154  0.829
F4 -36.675 23.200 23.068  -0.226
F5 -36.807 21.490 24.439  -0.232
F6 -36.413 23.434 25.160  -0.244
H13 -32.477 19.316 23.404  0.295
H14 -32.934 18.847 25.058  0.309
H15 -31.302 19.450 24.744  0.355
H16 -32.117 21.635 24.026  0.328
H17 -32.310 21.371 25.697  0.316
C6 -25.729 13.730 23.788  -1.058
C7 -24.974 12.517 23.206  -0.199
O6 -25.126 11.509 24.178  -0.238
C8 -24.178 11.416 25.130  0.426
O7 -23.270 12.266 25.388  -0.590
C9 -24.564 10.248 26.155  0.820
F7 -25.480 9.352 25.727  -0.226
F8 -23.480 9.573 26.401  -0.245
F9 -24.936 10.760 27.328  -0.245
H18 -26.795 13.533 23.903  0.304
H19 -25.617 14.632 23.187  0.369
H20 -25.341 14.042 24.757  0.294
H21 -23.912 12.682 23.023  0.313
H22 -25.475 12.183 22.297  0.276
C10 -19.877 26.877 17.750  -1.064
C11 -18.881 27.131 16.586  -0.213
O8 -17.775 26.268 16.571  -0.283
C12 -16.752 26.394 17.544  0.305
O9 -16.703 27.261 18.458  -0.529
C13 -15.734 25.245 17.375  0.870
F10 -14.500 25.682 17.762  -0.237
F11 -16.120 24.267 18.220  -0.246
F12 -15.708 24.847 16.112  -0.212
H23 -20.640 27.655 17.751  0.334
H24 -19.456 26.626 18.723  0.324
H25 -20.417 25.954 17.540  0.322
H26 -18.445 28.128 16.651  0.305
H27 -19.462 27.084 15.665  0.323
C14 -32.751 31.664 19.288  -1.128
C15 -32.713 30.556 20.314  -0.188
O10 -32.253 29.260 19.796  -0.275
C16 -31.020 29.043 19.363  0.382
O11 -30.089 29.814 19.264  -0.506
C17 -30.857 27.581 18.772  0.811
F13 -30.215 26.829 19.705  -0.238
F14 -32.002 26.973 18.321  -0.224
F15 -30.018 27.657 17.683  -0.245
H28 -32.938 32.604 19.807  0.373
H29 -33.455 31.600 18.458  0.312
H30 -31.767 31.894 18.880  0.327
H31 -33.702 30.427 20.753  0.307
H32 -32.078 30.940 21.113  0.292
Cl1 -27.168 28.008 26.845  -0.193
C18 -27.139 27.811 25.064  -0.500
C19 -25.904 28.457 24.368  -0.381
Cl2 -26.005 30.190 24.569  -0.158
H33 -28.006 28.279 24.598  0.317
H34 -27.291 26.763 24.807  0.335
H35 -25.930 28.197 23.309  0.284
H36 -24.965 28.044 24.735  0.298
Cl3 -29.949 20.296 14.418  -0.180
C20 -28.284 19.796 14.164  -0.334
C21 -27.758 19.352 15.515  -0.486
Cl4 -26.334 18.297 15.404  -0.204
H37 -27.668 20.573 13.711  0.299
H38 -28.251 18.914 13.524  0.273
H39 -28.455 18.798 16.143  0.328
H40 -27.504 20.282 16.025  0.305

Calculated values
Total charge ... +2
ΔE to the lowest compared entry with this formula, charge and spin ... 85.1 kcal per mole
LUMO energy ... -6.582 eV